No. 1
{
  "formula": "C54H57BrClCsF10N3O3PSi",
  "method": "the ωB97M-V functional and the def2-TZVPD basis",
  "orbital_gap_ev": 4.764,
  "total_charge": -2,
  "e_above_lowest_ev": 2.569,
  "spin_multiplicity": 1,
  "e_tot_ha": -7165.84459,
  "symbols": ["Cs", "C", "N", "C", "C", "N", "C", "C", "F", "C", "F", "C", "F", "C", "F", "C", "F", "C", "C", "N", "C", "C", "F", "C", "F", "C", "F", "C", "F", "C", "F", "H", "H", "H", "H", "H", "H", "H", "H", "H", "H", "H", "C", "C", "C", "C", "Si", "Br", "C", "C", "C", "C", "C", "C", "C", "C", "H", "H", "H", "H", "H", "H", "H", "H", "H", "H", "H", "H", "H", "H", "H", "H", "H", "H", "H", "H", "H", "H", "H", "H", "H", "H", "H", "O", "P", "C", "C", "C", "C", "C", "C", "C", "C", "C", "C", "C", "C", "C", "C", "C", "C", "C", "C", "H", "H", "H", "H", "H", "H", "H", "H", "H", "H", "H", "H", "H", "H", "H", "Cl", "C", "C", "C", "C", "C", "C", "C", "O", "O", "H", "H", "H", "H"],
  "xyz": [[0.669, -0.641, 1.024], [5.713, -1.598, 3.105], [4.465, -0.882, 2.939], [4.498, 0.114, 1.880], [4.963, -0.344, 0.478], [4.082, -1.324, -0.101], [4.543, -2.382, -0.698], [5.901, -2.772, -1.020], [6.941, -1.878, -0.913], [6.251, -4.010, -1.506], [7.562, -4.287, -1.745], [5.297, -4.981, -1.785], [5.650, -6.227, -2.214], [3.959, -4.621, -1.631], [2.993, -5.503, -1.991], [3.613, -3.390, -1.141], [2.277, -3.108, -1.057], [3.332, -1.786, 2.854], [3.044, -2.506, 4.179], [1.726, -3.067, 4.098], [1.432, -4.303, 4.348], [2.241, -5.407, 4.821], [3.582, -5.244, 5.068], [1.756, -6.672, 5.052], [2.608, -7.648, 5.475], [0.411, -6.979, 4.879], [-0.076, -8.228, 5.143], [-0.431, -5.959, 4.437], [-1.754, -6.225, 4.270], [0.057, -4.706, 4.181], [-0.832, -3.767, 3.738], [5.706, -2.094, 4.077], [6.546, -0.892, 3.085], [5.880, -2.366, 2.334], [5.198, 0.899, 2.199], [3.500, 0.554, 1.823], [5.995, -0.693, 0.588], [4.991, 0.554, -0.162], [3.457, -2.534, 2.057], [2.444, -1.192, 2.627], [3.039, -1.743, 4.970], [3.838, -3.223, 4.409], [0.946, -0.625, -5.293], [0.096, 0.640, -5.472], [1.064, 1.825, -5.390], [-0.523, 0.634, -6.873], [-1.273, 0.773, -4.080], [-0.126, 0.259, -2.174], [-1.928, 2.592, -3.825], [-0.852, 3.471, -3.180], [-3.134, 2.572, -2.882], [-2.371, 3.255, -5.132], [-2.698, -0.576, -4.157], [-2.104, -1.933, -4.542], [-3.358, -0.756, -2.784], [-3.790, -0.226, -5.175], [1.740, -0.648, -6.041], [0.364, -1.533, -5.405], [1.418, -0.647, -4.314], [1.899, 1.664, -6.072], [1.468, 1.933, -4.387], [0.581, 2.751, -5.686], [0.257, 0.537, -7.628], [-1.061, 1.558, -7.070], [-1.216, -0.192, -7.000], [-0.474, 3.031, -2.261], [-1.273, 4.447, -2.940], [-0.015, 3.643, -3.846], [-2.918, 1.978, -2.001], [-4.014, 2.159, -3.372], [-3.382, 3.582, -2.554], [-1.522, 3.425, -5.789], [-2.826, 4.223, -4.918], [-3.105, 2.650, -5.661], [-1.297, -2.206, -3.868], [-1.732, -1.925, -5.562], [-2.870, -2.704, -4.476], [-2.626, -1.017, -2.024], [-4.091, -1.561, -2.836], [-3.880, 0.136, -2.458], [-3.373, -0.027, -6.160], [-4.358, 0.646, -4.861], [-4.488, -1.060, -5.266], [-1.775, -0.042, 0.895], [-2.238, 0.792, 2.016], [-4.086, 0.575, 2.101], [-4.617, -0.596, 1.576], [-5.974, -0.862, 1.649], [-6.822, 0.032, 2.282], [-6.304, 1.204, 2.811], [-4.953, 1.484, 2.700], [-2.199, 2.605, 1.837], [-2.103, 3.512, 2.881], [-2.071, 4.867, 2.602], [-2.121, 5.319, 1.295], [-2.206, 4.412, 0.253], [-2.243, 3.061, 0.532], [-1.828, 0.259, 3.697], [-0.785, -0.624, 3.917], [-0.480, -1.048, 5.197], [-1.239, -0.606, 6.266], [-2.300, 0.259, 6.049], [-2.593, 0.694, 4.771], [-3.948, -1.302, 1.102], [-6.371, -1.775, 1.223], [-7.881, -0.182, 2.363], [-6.956, 1.906, 3.317], [-4.575, 2.424, 3.080], [-2.015, 3.161, 3.896], [-1.976, 5.579, 3.409], [-2.073, 6.380, 1.095], [-2.222, 4.760, -0.771], [-2.272, 2.322, -0.250], [-0.197, -0.985, 3.089], [0.344, -1.734, 5.326], [-1.013, -0.940, 7.269], [-2.906, 0.597, 6.878], [-3.428, 1.359, 4.607], [2.860, 4.812, -3.084], [2.271, 4.203, -1.569], [2.416, 2.859, -1.282], [1.903, 2.363, -0.096], [1.261, 3.200, 0.806], [1.178, 4.558, 0.518], [1.666, 5.068, -0.673], [0.631, 2.652, 2.094], [0.679, 3.359, 3.097], [0.089, 1.518, 1.979], [2.924, 2.202, -1.971], [2.018, 1.314, 0.121], [0.722, 5.219, 1.242], [1.584, 6.122, -0.904]]
}

***

No. 2
{
  "formula": "C54H57N3O7P4S5SiZr",
  "method": "the ωB97M-V functional and the def2-TZVPD basis",
  "orbital_gap_ev": 5.961,
  "total_charge": -2,
  "e_above_lowest_ev": 2.177,
  "spin_multiplicity": 1,
  "e_tot_ha": -6476.12111,
  "symbols": ["Zr", "C", "Si", "C", "C", "C", "C", "C", "C", "P", "C", "C", "C", "C", "C", "C", "C", "C", "C", "C", "C", "C", "C", "C", "C", "C", "C", "C", "P", "C", "C", "C", "C", "C", "C", "C", "C", "C", "C", "C", "C", "H", "H", "H", "H", "H", "H", "H", "H", "H", "H", "H", "H", "H", "H", "H", "H", "H", "H", "H", "H", "H", "H", "H", "H", "H", "H", "H", "H", "H", "H", "H", "C", "C", "O", "P", "S", "S", "O", "C", "C", "H", "H", "H", "H", "H", "H", "H", "H", "H", "H", "C", "C", "O", "P", "S", "S", "O", "C", "C", "H", "H", "H", "H", "H", "H", "H", "H", "H", "H", "O", "S", "O", "O", "C", "N", "C", "C", "C", "N", "C", "C", "C", "N", "C", "C", "H", "H", "H", "H", "H", "H"],
  "xyz": [[1.087, -0.085, -0.175], [-2.660, -0.596, -1.759], [-1.544, 0.795, -1.086], [-1.343, 1.930, -2.647], [-2.425, 2.116, -3.522], [-2.388, 3.026, -4.563], [-1.259, 3.817, -4.754], [-0.172, 3.649, -3.920], [-0.198, 2.690, -2.901], [1.286, 2.461, -1.861], [2.673, 2.403, -3.049], [2.526, 2.078, -4.394], [3.643, 1.931, -5.207], [4.916, 2.105, -4.688], [5.073, 2.418, -3.344], [3.961, 2.556, -2.531], [1.410, 4.136, -1.140], [2.247, 5.148, -1.595], [2.213, 6.405, -1.007], [1.337, 6.663, 0.037], [0.490, 5.660, 0.490], [0.528, 4.404, -0.091], [-2.787, 1.884, -0.063], [-3.174, 3.176, -0.447], [-4.164, 3.874, 0.232], [-4.803, 3.301, 1.323], [-4.404, 2.048, 1.758], [-3.387, 1.360, 1.101], [-2.688, -0.219, 1.689], [-4.135, -1.206, 2.200], [-5.266, -1.190, 1.380], [-6.263, -2.144, 1.540], [-6.133, -3.139, 2.496], [-5.016, -3.166, 3.324], [-4.036, -2.196, 3.182], [-1.804, 0.244, 3.225], [-1.048, -0.751, 3.855], [-0.263, -0.455, 4.957], [-0.191, 0.846, 5.434], [-0.915, 1.846, 4.805], [-1.717, 1.548, 3.710], [-3.463, -0.225, -2.400], [-3.128, -1.146, -0.943], [-2.067, -1.295, -2.350], [-3.333, 1.549, -3.364], [-3.246, 3.136, -5.215], [-1.229, 4.555, -5.546], [0.713, 4.260, -4.059], [1.539, 1.912, -4.805], [3.512, 1.661, -6.247], [5.784, 1.982, -5.323], [6.063, 2.537, -2.922], [4.085, 2.773, -1.477], [2.931, 4.958, -2.414], [2.875, 7.183, -1.367], [1.314, 7.643, 0.498], [-0.195, 5.850, 1.306], [-0.126, 3.621, 0.273], [-2.709, 3.648, -1.302], [-4.446, 4.865, -0.105], [-5.589, 3.836, 1.843], [-4.865, 1.598, 2.630], [-5.362, -0.438, 0.605], [-7.131, -2.114, 0.890], [-6.866, -3.928, 2.594], [-4.906, -3.973, 4.041], [-3.165, -2.242, 3.822], [-1.058, -1.760, 3.463], [0.310, -1.244, 5.428], [0.440, 1.081, 6.282], [-0.849, 2.868, 5.160], [-2.264, 2.342, 3.221], [6.674, 0.372, 2.313], [5.242, -0.117, 2.351], [4.315, 0.974, 2.437], [3.577, 1.465, 1.057], [2.777, -1.941, 0.575], [1.594, 1.612, 1.662], [3.950, 3.082, 1.070], [5.305, 3.411, 0.804], [5.375, 4.847, 0.334], [7.352, -0.482, 2.377], [6.880, 1.040, 3.151], [6.890, 0.902, 1.384], [5.071, -0.721, 3.244], [4.998, -0.740, 1.489], [5.715, 2.736, 0.037], [5.899, 3.268, 1.712], [4.807, 4.978, -0.587], [6.413, 5.134, 0.153], [4.952, 5.512, 1.087], [-2.967, -4.161, -2.460], [-1.526, -4.622, -2.412], [-0.802, -4.322, -3.622], [-0.322, -2.781, -3.908], [1.086, -2.624, -2.304], [1.570, -0.617, -2.622], [0.643, -3.167, -5.175], [0.576, -2.340, -6.336], [1.864, -1.564, -6.506], [-3.476, -4.499, -1.555], [-3.479, -4.583, -3.326], [-3.045, -3.076, -2.500], [-1.474, -5.707, -2.323], [-1.002, -4.194, -1.554], [-0.275, -1.655, -6.256], [0.398, -3.002, -7.188], [2.027, -0.914, -5.646], [1.824, -0.953, -7.412], [2.712, -2.246, -6.582], [-4.189, -6.459, 2.932], [-3.654, -6.872, 4.215], [-4.091, -6.039, 5.332], [-3.705, -8.299, 4.468], [-1.872, -6.470, 4.152], [-1.085, -7.086, 5.032], [0.192, -6.721, 5.012], [0.691, -5.749, 4.169], [-0.215, -5.149, 3.300], [-1.490, -5.541, 3.284], [0.131, -4.026, 2.391], [1.181, -3.222, 2.614], [1.405, -1.967, 1.829], [0.207, -1.524, 1.089], [-0.701, -2.488, 0.744], [-0.795, -3.703, 1.320], [0.849, -7.231, 5.711], [1.738, -5.483, 4.186], [1.858, -3.382, 3.445], [1.660, -1.182, 2.550], [-1.409, -2.195, -0.021], [-1.597, -4.381, 1.072]]
}

***

No. 3
{
  "formula": "C54H59F15N3O47",
  "method": "the ωB97M-V functional and the def2-TZVPD basis",
  "orbital_gap_ev": 9.751,
  "total_charge": 1,
  "spin_multiplicity": 1,
  "e_tot_ha": -7291.62099,
  "symbols": ["C", "C", "N", "C", "N", "C", "N", "C", "C", "C", "C", "C", "O", "O", "H", "H", "H", "H", "H", "H", "H", "H", "H", "H", "H", "H", "H", "H", "C", "C", "O", "C", "O", "O", "F", "H", "H", "H", "C", "C", "O", "C", "O", "O", "F", "H", "H", "H", "C", "C", "O", "C", "O", "O", "F", "H", "H", "H", "C", "C", "O", "C", "O", "O", "F", "H", "H", "H", "C", "C", "O", "C", "O", "O", "F", "H", "H", "H", "C", "C", "O", "C", "O", "O", "F", "H", "H", "H", "C", "C", "O", "C", "O", "O", "F", "H", "H", "H", "C", "C", "O", "C", "O", "O", "F", "H", "H", "H", "C", "C", "O", "C", "O", "O", "F", "H", "H", "H", "C", "C", "O", "C", "O", "O", "F", "H", "H", "H", "C", "C", "O", "C", "O", "O", "F", "H", "H", "H", "C", "C", "O", "C", "O", "O", "F", "H", "H", "H", "C", "C", "O", "C", "O", "O", "F", "H", "H", "H", "C", "C", "O", "C", "O", "O", "F", "H", "H", "H", "C", "C", "O", "C", "O", "O", "F", "H", "H", "H"],
  "xyz": [[4.681, -2.828, -2.047], [5.353, -1.441, -2.416], [6.558, -1.240, -2.045], [4.665, -0.239, -3.170], [3.774, -0.624, -4.280], [2.800, -1.564, -4.361], [2.185, -1.568, -5.572], [2.780, -0.569, -6.362], [3.773, 0.028, -5.525], [4.622, 1.212, -6.074], [5.274, 0.725, -7.440], [6.116, -0.582, -7.227], [6.173, -1.415, -8.087], [6.780, -0.802, -6.022], [3.631, -2.615, -1.694], [5.219, -3.314, -1.208], [4.629, -3.446, -2.979], [6.902, -2.076, -1.553], [4.061, 0.339, -2.419], [5.459, 0.471, -3.519], [2.510, -2.258, -3.548], [1.414, -2.149, -5.896], [2.553, -0.236, -7.395], [5.471, 1.421, -5.368], [4.017, 2.143, -6.201], [5.899, 1.542, -7.886], [4.476, 0.470, -8.179], [6.576, -1.708, -5.719], [0.946, 2.254, 0.389], [2.261, 2.208, 1.107], [2.587, 0.827, 1.082], [2.006, 0.330, -0.040], [2.284, -0.727, -0.526], [1.079, 1.179, -0.547], [2.131, 2.600, 2.394], [0.097, 2.057, 1.048], [0.780, 3.202, -0.120], [3.054, 2.781, 0.626], [3.095, 6.581, 2.556], [3.236, 5.911, 1.221], [1.897, 5.783, 0.785], [1.218, 6.825, 1.357], [0.145, 7.190, 1.013], [1.935, 7.389, 2.368], [3.768, 4.669, 1.350], [2.915, 5.869, 3.365], [3.961, 7.191, 2.812], [3.808, 6.484, 0.487], [3.894, -6.864, -0.795], [4.042, -7.204, 0.658], [5.255, -6.563, 1.014], [5.359, -5.486, 0.192], [6.102, -4.572, 0.375], [4.503, -5.573, -0.864], [4.189, -8.537, 0.834], [4.434, -7.555, -1.446], [2.853, -6.826, -1.111], [3.233, -6.835, 1.292], [4.518, -3.273, -10.229], [4.624, -3.965, -11.556], [3.273, -4.054, -11.974], [2.637, -2.987, -11.411], [1.570, -2.588, -11.747], [3.382, -2.431, -10.414], [5.120, -5.217, -11.417], [4.324, -3.968, -9.409], [5.405, -2.688, -9.990], [5.205, -3.420, -12.304], [9.032, -3.566, 1.861], [9.308, -2.255, 1.185], [10.666, -2.017, 1.493], [11.238, -3.251, 1.636], [12.407, -3.449, 1.632], [10.295, -4.223, 1.773], [8.559, -1.259, 1.721], [8.758, -3.446, 2.912], [8.256, -4.140, 1.359], [9.175, -2.271, 0.100], [2.132, -7.622, 4.652], [1.852, -9.020, 5.118], [0.644, -9.341, 4.449], [0.656, -8.621, 3.295], [-0.059, -8.834, 2.365], [1.588, -7.631, 3.328], [1.633, -9.057, 6.451], [1.617, -6.867, 5.251], [3.196, -7.391, 4.638], [2.622, -9.748, 4.852], [-2.760, 5.440, 3.629], [-1.446, 5.409, 4.350], [-1.110, 4.032, 4.337], [-1.688, 3.522, 3.213], [-1.404, 2.468, 2.732], [-2.620, 4.363, 2.703], [-1.581, 5.812, 5.636], [-3.606, 5.242, 4.290], [-2.932, 6.382, 3.114], [-0.653, 5.985, 3.866], [-2.796, -7.910, 3.790], [-4.249, -7.669, 3.507], [-4.639, -6.815, 4.570], [-3.520, -6.117, 4.912], [-3.517, -5.128, 5.574], [-2.399, -6.685, 4.398], [-4.961, -8.817, 3.587], [-2.636, -8.732, 4.491], [-2.220, -8.103, 2.887], [-4.448, -7.180, 2.550], [-7.141, 3.989, 0.509], [-7.002, 3.643, 1.960], [-5.795, 4.296, 2.327], [-5.698, 5.380, 1.508], [-4.965, 6.299, 1.699], [-6.544, 5.286, 0.449], [-6.843, 2.307, 2.132], [-6.589, 3.304, -0.140], [-8.180, 4.022, 0.182], [-7.816, 3.998, 2.593], [-2.421, -1.179, -8.032], [-2.269, -1.501, -6.574], [-1.052, -0.856, -6.234], [-0.953, 0.215, -7.078], [-0.207, 1.128, -6.912], [-1.810, 0.109, -8.121], [-2.122, -2.833, -6.378], [-1.885, -1.880, -8.676], [-3.463, -1.142, -8.345], [-3.074, -1.122, -5.941], [-9.048, 7.316, 5.395], [-9.389, 7.364, 3.934], [-8.881, 6.137, 3.450], [-8.944, 5.268, 4.500], [-8.855, 4.088, 4.395], [-9.129, 5.921, 5.677], [-8.742, 8.379, 3.310], [-8.036, 7.671, 5.600], [-9.749, 7.882, 6.007], [-10.459, 7.426, 3.722], [-1.081, 4.289, -8.332], [-2.534, 4.532, -8.617], [-2.921, 5.402, -7.572], [-1.799, 6.107, -7.238], [-1.801, 7.101, -6.594], [-0.676, 5.523, -7.745], [-3.252, 3.384, -8.516], [-0.922, 3.479, -7.617], [-0.508, 4.078, -9.234], [-2.732, 5.006, -9.582], [-1.243, -3.876, 7.373], [-0.965, -2.570, 6.696], [0.406, -2.345, 6.979], [0.962, -3.588, 7.108], [2.132, -3.802, 7.081], [0.013, -4.549, 7.259], [-1.691, -1.566, 7.247], [-1.496, -3.758, 8.428], [-2.036, -4.436, 6.881], [-1.119, -2.583, 5.614], [0.291, -0.876, 9.961], [-0.006, -0.242, 11.289], [-1.338, -0.645, 11.543], [-1.490, -1.845, 10.912], [-2.378, -2.604, 11.120], [-0.490, -2.067, 10.015], [0.031, 1.110, 11.206], [-0.038, -0.263, 9.119], [1.348, -1.106, 9.835], [0.640, -0.578, 12.104], [-11.067, 7.946, 0.748], [-11.387, 7.829, -0.712], [-10.631, 6.701, -1.113], [-10.531, 5.907, -0.011], [-10.199, 4.766, -0.039], [-10.865, 6.583, 1.123], [-10.951, 8.911, -1.398], [-10.151, 8.513, 0.932], [-11.879, 8.394, 1.320], [-12.444, 7.657, -0.930]]
}